Record 1
# C17H27As3F5SSr

A molecular structure, C17H27As3F5SSr (ωB97M-V/def2-TZVPD, the OMol25 dataset).

Last column: Löwdin charge in e.
Element x y z (Å)
1 Sr -1.54080 -0.45982 -1.68868  1.178
2 F -7.11391 0.68669 -5.76938  0.147
3 C -6.27047 0.02470 -4.98577  -0.132
4 C -5.23003 0.68978 -4.36196  -0.149
5 F -5.05390 1.99841 -4.53389  0.134
6 C -4.37965 -0.03328 -3.55338  -0.214
7 F -3.34709 0.68005 -2.95535  -0.099
8 C -4.47983 -1.39298 -3.31325  -0.574
9 S -3.40042 -2.30934 -2.27599  0.475
10 C -5.53999 -2.02780 -3.96312  -0.240
11 F -5.72866 -3.33459 -3.79996  0.103
12 C -6.42003 -1.33866 -4.78207  -0.132
13 F -7.41428 -1.98228 -5.37859  0.150
14 C -0.94346 -1.86039 0.85399  -0.403
15 As -1.42679 -0.36044 2.06027  1.206
16 C -2.13089 1.01079 0.79860  -0.400
17 C 0.33903 0.29058 2.66534  -0.367
18 C 1.46615 1.07627 1.96857  -0.644
19 C 0.96365 2.41533 1.42172  -0.074
20 C 2.20857 0.27852 0.88199  -0.341
21 As 1.52171 0.23197 -0.95870  1.049
22 C 2.73647 -1.13154 -1.63639  -0.299
23 C 2.36170 1.79431 -1.76070  -0.297
24 C 2.49145 1.42718 3.07961  -0.386
25 As 3.72292 0.18524 4.03875  1.150
26 C 2.81074 -1.55580 4.08666  -0.357
27 C 4.99639 -0.26089 2.60848  -0.351
28 H -0.58089 -2.64673 1.51693  0.037
29 H -0.13742 -1.69576 0.13017  -0.060
30 H -1.84071 -2.28805 0.38957  -0.005
31 H -2.45274 1.85082 1.41472  0.039
32 H -3.05427 0.63449 0.34270  0.017
33 H -1.44018 1.45433 0.07351  -0.037
34 H 0.75599 -0.63316 3.07376  0.030
35 H 0.04514 0.86981 3.54671  0.071
36 H 0.26667 2.30071 0.58909  0.034
37 H 1.80216 3.01612 1.06589  0.090
38 H 0.45956 2.98716 2.20239  0.100
39 H 2.33986 -0.76032 1.19417  0.063
40 H 3.21323 0.70038 0.78007  0.071
41 H 3.76098 -0.87241 -1.36819  0.041
42 H 2.65537 -1.19172 -2.72051  0.030
43 H 2.49347 -2.10359 -1.20829  0.029
44 H 3.41284 1.83411 -1.47437  0.043
45 H 1.86597 2.70567 -1.43644  0.020
46 H 2.29218 1.71952 -2.84528  0.031
47 H 1.95716 1.95186 3.87639  0.064
48 H 3.19546 2.16201 2.67316  0.069
49 H 1.96088 -1.52781 4.76697  0.019
50 H 3.53533 -2.26138 4.49329  0.023
51 H 2.49627 -1.92152 3.10842  0.005
52 H 5.39780 0.65640 2.17694  0.021
53 H 4.57730 -0.88524 1.82102  0.004
54 H 5.82404 -0.79771 3.07042  0.019

Computed properties:
spin multiplicity	1
net charge	+1
total energy	-8299.26230	hartree
energy above the lowest of the compared OMol25 structures with the same formula, charge and spin	0.0	kJ/mol

=====

Record 2
# C16H26B2F2IN2O8

2 unconnected molecules or ions with the total composition C16H26B2F2IN2O8 in a non-equilibrium geometry (ωB97M-V/def2-TZVPD, the OMol25 dataset).

Last column: Löwdin charge in e.
Element x y z (Å)
1 C -0.13085 -3.95495 3.04943  -0.125
2 C -0.37696 -3.82262 1.53244  -0.281
3 C -0.32197 -2.34126 1.13232  -0.586
4 I -2.04642 -1.23905 1.83375  0.973
5 C -0.02898 -2.11167 -0.36803  -0.420
6 O -0.38867 -0.81760 -0.77621  -0.142
7 C 0.62456 0.14723 -0.53734  -0.170
8 C 0.15898 1.42672 -1.25795  -0.359
9 N 0.38905 1.23262 -2.69889  0.076
10 C 0.84049 2.70835 -0.72181  -0.136
11 C -0.20598 3.84320 -0.57734  -0.197
12 C -0.59203 4.16696 0.88353  -0.167
13 C -1.81474 3.33796 1.38088  -0.110
14 N -1.60159 2.97519 2.78122  -0.127
15 C -2.26878 3.49584 3.84570  -0.122
16 C -1.77931 2.93185 4.96872  -0.115
17 C -0.77342 1.99831 4.58485  -0.097
18 C -0.69833 2.08066 3.23666  -0.165
19 O -0.57158 -3.10718 -1.18726  0.161
20 B -1.94173 -3.02605 -1.39494  -0.818
21 O -2.76153 -4.00735 -0.78659  0.119
22 O -2.54034 -2.06778 -2.15838  0.207
23 H -0.62334 -4.87141 3.38941  0.069
24 H -0.57231 -3.14257 3.62458  0.032
25 H 0.92870 -4.07799 3.27977  0.072
26 H 0.35012 -4.38025 0.94159  0.129
27 H -1.36546 -4.23165 1.33192  0.088
28 H 0.52675 -1.92156 1.67426  0.089
29 H 1.06250 -2.17466 -0.47010  0.151
30 H 1.60908 -0.16918 -0.90514  0.128
31 H 0.72958 0.32945 0.54739  0.108
32 H -0.91384 1.46733 -1.06002  0.123
33 H 1.12936 0.54490 -2.81373  0.061
34 H -0.44816 0.78707 -3.05903  0.076
35 H 1.38528 2.54692 0.21030  0.105
36 H 1.52890 3.04570 -1.49653  0.107
37 H 0.16695 4.76889 -1.02186  0.100
38 H -1.12367 3.61018 -1.12392  0.108
39 H 0.23083 4.03351 1.58251  0.105
40 H -0.90699 5.21482 0.90605  0.101
41 H -1.88308 2.42897 0.78190  0.106
42 H -2.72441 3.93132 1.34248  0.120
43 H -3.04238 4.24290 3.78550  0.112
44 H -2.07065 3.13241 5.98706  0.086
45 H -0.18678 1.35305 5.21385  0.090
46 H -0.07153 1.53184 2.55112  0.099
47 H -3.27164 -3.53228 -0.11510  0.071
48 H -3.48856 -2.15007 -2.00626  0.111
49 B 3.29266 -1.12165 -5.39149  -1.048
50 O 2.75354 -0.96891 -4.00200  0.202
51 C 3.27340 -1.90704 -3.24136  -0.403
52 O 3.03906 -2.05414 -2.06606  0.112
53 C 4.21086 -2.76430 -4.08509  -0.418
54 O 4.84531 -3.70656 -3.69099  0.122
55 O 4.20962 -2.29823 -5.31894  0.213
56 F 3.99405 0.01998 -5.76232  0.139
57 F 2.25640 -1.36617 -6.28453  0.141

Computed properties:
spin multiplicity	1
net charge	-1
total energy	-1884.28542	hartree

=====

Record 3
# C18H21BrN2O3S2

A single C18H21BrN2O3S2 molecule in a non-equilibrium geometry (ωB97M-V/def2-TZVPD, the OMol25 dataset).

Last column: Löwdin charge in e.
Element x y z (Å)
1 C 4.43244 1.92581 -1.19531  -0.031
2 H 5.45951 1.99792 -0.84795  0.085
3 H 4.00808 2.92529 -1.24861  0.081
4 H 4.43627 1.49208 -2.19288  0.073
5 C 3.62060 1.06170 -0.23003  -0.318
6 N 2.23337 0.99596 -0.65610  0.106
7 C 1.19930 1.27921 0.16676  -0.457
8 O 1.34300 1.72127 1.28436  0.085
9 C -0.16581 0.98806 -0.45828  -0.235
10 C -1.27787 1.67558 0.33282  -0.131
11 C -2.64187 1.32114 -0.25426  -0.185
12 N -2.84804 -0.10953 -0.36223  -0.248
13 S -3.38248 -0.82787 1.04738  0.611
14 O -3.25495 -2.24459 0.89827  -0.282
15 O -2.88539 -0.20074 2.23425  -0.264
16 C -5.10682 -0.41541 0.93299  -0.613
17 C -5.83943 0.38773 1.75217  -0.139
18 C -7.18814 0.49248 1.35397  -0.199
19 C -7.43368 -0.24374 0.23370  -1.045
20 S -6.03096 -1.07941 -0.35091  1.030
21 Br -9.07034 -0.39738 -0.65183  0.727
22 H -7.93336 1.07491 1.86399  0.109
23 H -5.41359 0.87454 2.61002  0.120
24 C -1.79407 -0.81109 -1.06391  -0.190
25 C -0.42067 -0.52466 -0.45851  -0.118
26 H 0.34805 -1.05643 -1.02314  0.118
27 H -0.40682 -0.89051 0.57047  0.135
28 H -2.03130 -1.87329 -0.99947  0.113
29 H -1.82671 -0.49680 -2.11298  0.133
30 H -3.44139 1.71181 0.37797  0.118
31 H -2.75002 1.74456 -1.25945  0.133
32 H -1.13822 2.75718 0.31697  0.129
33 H -1.23345 1.34193 1.37015  0.112
34 H -0.16812 1.35367 -1.49321  0.151
35 H 2.05324 0.58935 -1.56003  0.136
36 C 4.20094 -0.32963 -0.10824  -0.188
37 C 4.22546 -1.18782 -1.20129  -0.048
38 C 4.74914 -2.46276 -1.08450  -0.084
39 C 5.25692 -2.89633 0.12820  -0.093
40 C 5.23515 -2.04936 1.22262  -0.080
41 C 4.70772 -0.77521 1.10469  -0.028
42 H 4.68485 -0.11913 1.96229  0.115
43 H 5.62691 -2.38254 2.17218  0.103
44 H 5.66612 -3.89146 0.21908  0.101
45 H 4.76138 -3.11934 -1.94234  0.102
46 H 3.83667 -0.86219 -2.15655  0.107
47 H 3.59836 1.53502 0.75673  0.140

Computed properties:
spin multiplicity	1
net charge	0
total energy	-4404.13645	hartree
energy above the lowest of the compared OMol25 structures with the same formula, charge and spin	10.8	kJ/mol
structure (SMILES)	C[C@@H](NC(=O)C1CCN(S(=O)(=O)c2ccc(Br)s2)CC1)c1ccccc1

=====

Number 1: frontier orbital gap 7.32 eV, HOMO energy -10.841 eV, molecular weight 670.8 g mol⁻¹. Number 2: frontier orbital gap 8.53 eV, HOMO energy -6.684 eV, molecular weight 560.9 g mol⁻¹. Number 3: frontier orbital gap 9.42 eV, HOMO energy -9.108 eV, molecular weight 457.4 g mol⁻¹.